Entry from the OMol25 dataset: 2 unconnected molecules or ions with the total composition C3H10NOS2 at a distorted geometry (ωB97M-V/def2-TZVPD).

Properties
net charge	+1
energy relative to the best compared isomer or geometry (same formula, charge and spin)	11.6	kcal per mole
LUMO	-3.6	eV
DFT total energy	-28474.1967	eV

Each line ends with the natural charge from an NBO analysis.
Geometry (Å):
O  0.98367  3.32628  -0.45823  -0.48
C  0.75987  2.73811  0.55934  0.42
C  -0.09874  1.48676  0.52512  -0.34
N  -0.20308  1.02414  -0.87605  -0.70
H  1.05090  3.12743  1.54301  0.17
H  0.38787  0.71087  1.12029  0.25
H  -1.08999  1.64450  0.94976  0.27
H  -0.88584  0.23058  -0.97964  0.46
H  -0.44286  1.78696  -1.51949  0.46
H  0.69666  0.68417  -1.21874  0.44
C  0.79609  -2.30155  -0.28297  -0.76
S  -0.95236  -2.05318  -0.71383  0.06
S  -2.05940  -1.95943  1.01479  -0.11
H  1.15879  -1.66696  0.52009  0.22
H  1.34226  -2.14086  -1.21481  0.24
H  0.89247  -3.36096  -0.05528  0.25
H  -2.33631  -3.27686  1.08665  0.16


Entry from the OMol25 dataset: C7H6BrClF2 in the gas phase at a distorted geometry (ωB97M-V/def2-TZVPD).

Properties
net charge	0
energy relative to the best compared isomer or geometry (same formula, charge and spin)	35.8	kcal per mole
LUMO	0.2	eV
DFT total energy	-95352.0241	eV

Each line ends with the natural charge from an NBO analysis.
Geometry (Å):
C  -0.32985  1.19318  -1.81567  -0.19
C  0.34520  0.05517  -1.81683  -0.19
C  -0.74853  1.83631  -0.58551  0.26
C  -0.64867  1.32018  0.61174  -0.10
C  0.89477  -0.60741  -0.60782  0.09
C  -0.07553  -0.75099  0.57645  0.03
C  0.19647  -1.32992  1.94424  -0.69
F  -1.09338  3.15219  -0.68541  -0.33
F  2.04966  -0.07482  -0.15715  -0.35
Cl  -0.94919  1.72801  2.15941  0.11
Br  -1.65956  -1.65387  -0.12282  0.03
H  -0.63485  1.65358  -2.63696  0.22
H  0.52349  -0.44384  -2.68748  0.21
H  1.32553  -1.61608  -0.96246  0.17
H  -0.79030  -1.66620  2.56286  0.25
H  0.79878  -0.66257  2.49617  0.24
H  0.79597  -2.13292  1.72723  0.23


Entry from the OMol25 dataset: 2 unconnected molecules or ions with the total composition C12H17N at a distorted geometry (ωB97M-V/def2-TZVPD).

Properties
net charge	0
energy relative to the best compared isomer or geometry (same formula, charge and spin)	9.1	kcal per mole
LUMO	0.9	eV
DFT total energy	-14209.9426	eV
SMILES	CCc1c[nH]c2ccccc12.CC

Each line ends with the natural charge from an NBO analysis.
Geometry (Å):
C  -1.43482  1.42789  -0.68208  -0.42
C  -2.91027  1.23118  -1.00212  -0.60
C  -0.70690  0.14100  -0.41624  -0.09
C  -1.29324  -1.03273  -0.04853  -0.03
C  0.59335  -0.22460  -0.93446  -0.09
C  0.74089  -1.60814  -0.75993  0.14
C  1.69972  0.53112  -1.34741  -0.20
C  1.91342  -2.26968  -1.12997  -0.24
C  2.85613  -0.11617  -1.70188  -0.23
C  2.97625  -1.51034  -1.56674  -0.22
N  -0.43872  -2.09415  -0.26368  -0.53
H  -1.04892  1.93232  -1.56418  0.21
H  -1.31445  2.10937  0.15732  0.21
H  -3.51555  0.87827  -0.16215  0.20
H  -2.28678  -1.24013  0.31342  0.21
H  -0.61257  -3.02838  0.06591  0.41
H  1.62327  1.61436  -1.37972  0.21
H  1.95304  -3.35117  -1.11125  0.21
H  3.72627  0.42948  -2.04125  0.21
H  3.91082  -1.99445  -1.80063  0.21
H  -3.04522  0.55763  -1.84689  0.21
H  -3.42451  2.15545  -1.26675  0.21
C  -1.81733  1.58083  3.71145  -0.61
C  -0.43725  2.18186  4.04410  -0.60
H  -1.77134  1.14065  2.72105  0.21
H  -2.15284  0.89990  4.49050  0.20
H  -2.51754  2.41050  3.72800  0.20
H  0.32690  1.43144  4.22352  0.20
H  -0.15751  2.86350  3.24602  0.20
H  -0.49356  2.79647  4.95152  0.20


Entry from the OMol25 dataset: a molecular structure, C20H47NiO18P3 at a distorted geometry (ωB97M-V/def2-TZVPD).

Properties
<S²>	3.76
multiplicity	4
net charge	+1
energy relative to the best compared isomer or geometry (same formula, charge and spin)	0.0	kcal per mole
LUMO (spin up / spin down)	-1.8 / -6.6	eV
DFT total energy	-127269.0861	eV

Each line ends with the Mulliken spin population.
Geometry (Å):
Ni  -1.07991  -0.74543  -0.25658  1.92
O  -1.21041  -0.53433  -4.14524  0.00
C  -1.12944  -0.66632  -2.83613  -0.05
O  -2.03216  -1.14552  -2.10218  0.17
O  -0.13781  -0.30005  -2.20149  0.15
H  -0.35710  -0.15915  -4.37481  0.00
O  -3.15539  -0.42579  3.04044  0.01
C  -2.35032  -0.77143  2.06938  -0.10
O  -2.84656  -0.88556  0.92678  0.38
O  -1.13427  -0.95668  2.15089  0.45
H  -4.02825  -0.48536  2.64527  0.00
C  1.43334  4.16006  1.45558  0.00
C  1.36878  2.68184  2.02989  0.00
O  2.37609  1.82911  1.49404  0.00
P  2.21257  0.25300  1.07970  0.02
O  0.89357  -0.23575  0.51348  0.02
O  3.53579  -0.12963  0.17065  0.00
C  3.49668  0.22068  -1.24658  0.00
C  4.75413  -0.18556  -2.04411  0.00
O  2.55436  -0.50073  2.44547  0.00
C  3.55988  -0.13224  3.36521  0.00
C  4.90530  -0.79979  3.13535  0.00
H  0.56472  4.72507  1.79379  0.00
H  2.36128  4.68792  1.67556  0.00
H  1.47670  4.02472  0.37489  0.00
H  1.54528  2.61162  3.10320  0.00
H  0.34280  2.33501  1.90662  0.00
H  2.59615  -0.25165  -1.63911  0.00
H  3.41976  1.30622  -1.30811  0.00
H  4.65165  0.18772  -3.06306  0.00
H  5.66966  0.18798  -1.58544  0.00
H  4.86986  -1.26849  -2.08836  0.00
H  3.73278  0.94390  3.35374  0.00
H  3.31680  -0.50282  4.36103  0.00
H  5.68624  -0.52580  3.84469  0.00
H  4.71825  -1.86038  3.30346  0.00
H  5.21275  -0.63941  2.10199  0.00
C  2.60137  -3.85966  -3.34255  0.00
C  2.26416  -3.96111  -1.81832  0.00
O  0.94906  -4.56316  -1.69464  0.00
P  -0.03315  -4.16196  -0.41258  0.02
O  -0.39203  -2.71499  -0.30436  0.00
O  -1.25832  -5.18443  -0.53306  0.00
C  -2.39757  -4.78737  -1.19184  0.00
C  -3.42409  -4.37628  -0.14819  0.00
O  0.73314  -4.60369  0.92288  0.00
C  0.09408  -4.33470  2.22232  0.00
C  1.00508  -3.53133  3.22373  0.00
H  1.93619  -3.11905  -3.78654  0.00
H  3.62838  -3.51215  -3.45483  0.00
H  2.45724  -4.86460  -3.73932  0.00
H  2.90766  -4.57740  -1.19047  0.00
H  2.24489  -2.96924  -1.36675  0.00
H  -2.31416  -3.92154  -1.84871  0.00
H  -2.75708  -5.53246  -1.90155  0.00
H  -2.97822  -3.51376  0.34714  -0.01
H  -4.38203  -4.03535  -0.54091  0.00
H  -3.48899  -5.15776  0.60888  0.00
H  -0.86523  -3.82161  2.15471  0.00
H  -0.02420  -5.30787  2.69879  0.00
H  1.94866  -4.02925  3.44699  0.00
H  1.24442  -2.57341  2.76197  0.00
H  0.51404  -3.29740  4.16832  0.00
C  -0.71185  5.02621  -3.22097  0.00
C  -0.49133  4.85254  -1.67312  0.00
O  -0.53109  3.48197  -1.40811  0.00
P  -1.71575  2.76471  -0.55970  0.01
O  -1.57650  1.30685  -0.29644  0.01
O  -3.11159  3.16687  -1.33555  0.00
C  -3.56114  2.47246  -2.44190  0.00
C  -4.70454  1.54499  -1.97417  0.00
O  -1.86804  3.63599  0.82911  0.00
C  -2.77022  3.37906  1.84722  0.00
C  -2.53329  4.29611  3.01078  0.00
H  -0.83294  6.08602  -3.44510  0.00
H  0.06741  4.62766  -3.87059  0.00
H  -1.56966  4.44724  -3.56313  0.00
H  0.49436  5.19904  -1.36256  0.00
H  -1.33503  5.33743  -1.18206  0.00
H  -3.90363  3.21411  -3.16355  0.00
H  -2.68602  2.05164  -2.93704  0.00
H  -5.24242  1.15012  -2.83606  0.00
H  -4.41586  0.71658  -1.32725  0.00
H  -5.37795  2.17044  -1.38815  0.00
H  -3.81027  3.38073  1.52104  0.00
H  -2.55743  2.34904  2.13340  0.00
H  -3.00859  5.27186  2.91041  0.00
H  -2.77537  3.77148  3.93505  0.00
H  -1.47810  4.56342  3.06750  0.00


Entry from the OMol25 dataset: 14 unconnected molecules or ions with the total composition C7H42NO13 at a distorted geometry (ωB97M-V/def2-TZVPD).

Properties
net charge	+1
energy relative to the best compared isomer or geometry (same formula, charge and spin)	0.0	kcal per mole
LUMO	-2.2	eV
DFT total energy	-36045.7028	eV

Each line ends with the natural charge from an NBO analysis.
Geometry (Å):
C  -1.66503  -1.91563  -1.36341  -0.65
C  -0.83878  -1.89862  -0.09985  -0.03
C  -0.01305  -0.62670  0.12968  -0.45
C  -0.90388  0.61758  0.37818  -0.39
C  -0.49156  1.39103  1.63308  -0.44
C  0.90562  1.92296  1.55589  -0.21
C  1.17579  3.16007  1.20388  -0.35
N  0.14626  -3.05813  -0.18012  -0.73
H  -1.04730  -1.91368  -2.27868  0.23
H  -2.31119  -1.00190  -1.43130  0.24
H  -2.32786  -2.80449  -1.44489  0.22
H  -1.44011  -2.09207  0.79702  0.21
H  0.65680  -0.76235  0.99079  0.22
H  0.60420  -0.42947  -0.74557  0.23
H  -0.84819  1.29104  -0.51355  0.22
H  -1.99298  0.35706  0.45575  0.19
H  -1.20902  2.22670  1.77233  0.22
H  -0.62928  0.75149  2.52991  0.20
H  1.70491  1.18926  1.77696  0.20
H  2.15887  3.55114  1.11173  0.20
H  0.44057  3.89160  0.94604  0.19
H  -0.31483  -3.96869  -0.35644  0.42
H  0.64234  -3.18307  0.70484  0.46
H  0.82865  -2.87816  -0.95967  0.46
H  -2.38901  1.25256  -3.83632  0.48
H  -1.60388  2.05105  -2.80040  0.52
O  -1.94341  1.13584  -3.00609  -1.00
H  3.82228  0.03945  2.27891  0.49
H  2.50343  -0.67102  2.63899  0.52
O  3.19408  -0.64341  1.95644  -0.99
H  1.47723  -0.59798  4.76420  0.50
H  0.27934  -0.82800  3.74934  0.52
O  1.27121  -0.85769  3.85843  -1.01
H  4.22292  -0.64596  -0.93400  0.50
H  3.20805  -0.62754  0.21577  0.53
O  3.28487  -0.55094  -0.75738  -0.99
H  -1.57874  4.15510  -1.88266  0.48
H  -0.19180  3.70215  -2.31752  0.51
O  -1.14446  3.59765  -2.51351  -0.99
H  -2.13555  -1.06954  2.89560  0.53
H  -1.75243  -1.80248  4.25188  0.50
O  -1.35483  -1.42402  3.46658  -1.02
H  -3.77892  -0.42420  1.32668  0.52
H  -4.27292  -0.37810  2.81337  0.50
O  -3.62246  -0.77087  2.21961  -0.99
H  2.42931  -1.72478  -1.68405  0.51
H  1.23468  -1.56504  -2.67832  0.50
O  1.72781  -2.20580  -2.18880  -0.99
H  2.74474  0.79048  -1.76032  0.50
H  1.59304  0.86943  -2.82534  0.50
O  2.32543  1.39866  -2.39906  -1.01
H  -3.88090  0.62640  -0.84673  0.50
H  -5.31395  0.13026  -0.39151  0.50
O  -4.43867  0.41125  -0.09751  -0.97
H  1.95014  4.36846  -2.37560  0.48
H  1.69958  2.89669  -1.94124  0.52
O  1.40296  3.84152  -1.79803  -0.99
H  0.48137  -0.07907  -4.41545  0.49
H  -0.54210  0.30496  -3.30930  0.52
O  0.36633  -0.12026  -3.47918  -1.01
H  -0.21478  -2.61824  2.79773  0.50
H  1.29298  -2.86742  2.98140  0.50
O  0.53179  -3.11624  2.47445  -0.99


Entry from the OMol25 dataset: 2 unconnected molecules or ions with the total composition C3H11N3O at a distorted geometry (ωB97M-V/def2-TZVPD).

Properties
net charge	0
energy relative to the best compared isomer or geometry (same formula, charge and spin)	42.1	kcal per mole
LUMO	0.8	eV
DFT total energy	-9806.1748	eV
SMILES	C/N=C\N.NCO

Each line ends with the natural charge from an NBO analysis.
Geometry (Å):
C  -0.67445  -1.77913  -1.89081  -0.46
N  -1.07198  0.66373  -0.60501  -0.88
C  -2.08463  0.01914  -1.41479  0.26
N  -1.94700  -1.07509  -1.99068  -0.41
H  -0.00188  -1.38499  -2.64844  0.20
H  -0.84267  -2.84080  -2.02967  0.20
H  -0.24283  -1.61268  -0.89881  0.21
H  -0.56814  1.28725  -1.23550  0.37
H  -1.55696  1.30291  0.01682  0.37
H  -3.00568  0.59424  -1.50846  0.15
N  1.92577  0.46206  0.54766  -0.83
C  1.76259  0.09983  1.92003  0.09
O  1.37166  1.22481  2.70475  -0.74
H  1.12173  0.98571  0.21632  0.37
H  2.70781  1.09799  0.46135  0.35
H  0.98519  -0.66713  1.97817  0.15
H  2.70067  -0.34468  2.25768  0.15
H  1.42749  0.97344  3.62673  0.47